Record 1
{"formula": "C10H19BF4MnN5OPS", "method": "ωB97M-V with the def2-TZVPD basis set", "max_force_ev_per_a": 0.48, "orbital_gap_ev": [7.162, 8.949], "e_lumo_ha": [-0.15485, -0.09310], "mol_weight_g_mol": 430.08, "de_lowest_ev": 0.4721, "multiplicity": 5, "e_tot_ha": -3056.37850, "total_charge": 1, "symbols": ["Mn", "N", "C", "O", "C", "C", "H", "H", "H", "H", "H", "H", "F", "B", "F", "F", "F", "C", "N", "C", "N", "C", "N", "C", "P", "C", "C", "H", "H", "H", "H", "H", "H", "H", "H", "H", "H", "H", "H", "H", "S", "C", "N"], "xyz": [[0.556, -0.305, 0.457], [4.635, -0.559, 0.316], [3.344, -0.599, 0.597], [2.492, -0.242, -0.246], [2.880, -1.110, 1.937], [1.581, -0.439, 2.317], [4.933, -0.247, -0.595], [5.328, -0.827, 0.994], [3.639, -0.950, 2.709], [2.751, -2.191, 1.837], [1.643, 0.630, 2.521], [0.948, -0.973, 3.017], [-0.660, 3.716, 1.097], [0.286, 2.806, 1.516], [0.238, 1.701, 0.434], [1.565, 3.248, 1.541], [-0.099, 2.152, 2.674], [-5.069, 1.900, -0.992], [-3.894, 2.738, -0.475], [-3.993, 2.813, 1.065], [-4.071, 1.516, 1.629], [-5.194, 0.769, 1.077], [-5.096, 0.622, -0.374], [-3.975, -0.240, -0.773], [-2.332, 0.440, -0.242], [-2.580, 2.148, -0.908], [-2.809, 0.777, 1.517], [-4.951, 1.826, -2.073], [-5.971, 2.462, -0.749], [-3.967, 3.685, -0.847], [-4.900, 3.384, 1.272], [-3.110, 3.352, 1.404], [-6.121, 1.297, 1.312], [-5.224, -0.218, 1.536], [-3.992, -0.376, -1.856], [-4.109, -1.223, -0.320], [-2.573, 2.128, -1.999], [-1.789, 2.811, -0.560], [-2.015, 1.335, 2.014], [-2.909, -0.182, 2.031], [-2.421, -3.089, 2.163], [-1.222, -2.466, 1.323], [-0.338, -1.981, 0.694]]}

=====

Record 2
{"formula": "C10H19Cl8MgO2", "method": "ωB97M-V with the def2-TZVPD basis set", "max_force_ev_per_a": 2.36, "orbital_gap_ev": 3.167, "e_lumo_ha": -0.33175, "mol_weight_g_mol": 479.19, "de_lowest_ev": 6.6754, "e_tot_ha": -4424.09657, "total_charge": 1, "symbols": ["Mg", "C", "C", "O", "O", "H", "H", "H", "Cl", "C", "C", "Cl", "H", "H", "H", "H", "Cl", "C", "C", "Cl", "H", "H", "H", "H", "Cl", "C", "C", "Cl", "H", "H", "H", "H", "Cl", "C", "C", "Cl", "H", "H", "H", "H"], "xyz": [[3.749, -0.245, 2.568], [1.115, 2.117, -1.661], [1.907, 1.450, -0.460], [1.615, 0.322, -0.017], [2.915, 1.955, 0.066], [0.263, 2.616, -1.199], [0.835, 1.399, -2.432], [1.840, 2.844, -2.026], [0.242, 5.311, 3.007], [1.733, 6.285, 3.214], [2.305, 6.793, 1.938], [1.148, 7.528, 0.856], [2.547, 5.701, 3.645], [1.469, 6.974, 4.016], [2.660, 5.922, 1.387], [3.174, 7.447, 2.020], [-4.555, 1.328, -1.451], [-5.719, 2.611, -1.347], [-5.098, 3.939, -1.776], [-4.693, 4.004, -3.450], [-6.182, 2.682, -0.363], [-6.507, 2.484, -2.089], [-4.189, 4.155, -1.215], [-5.787, 4.768, -1.616], [6.030, 4.786, -3.824], [7.341, 3.826, -2.984], [8.678, 4.075, -3.701], [9.217, 5.734, -3.411], [7.134, 2.790, -3.254], [7.404, 3.922, -1.900], [8.628, 3.881, -4.772], [9.403, 3.378, -3.282], [-0.508, -5.323, -4.656], [-0.597, -4.150, -3.325], [-0.297, -4.691, -1.907], [1.193, -5.667, -1.776], [-1.498, -3.544, -3.418], [0.175, -3.420, -3.567], [-1.104, -5.318, -1.526], [-0.313, -3.794, -1.288]]}

=====

Record 3
{"formula": "C10H19FeN3O6S", "method": "ωB97M-V with the def2-TZVPD basis set", "max_force_ev_per_a": 1.79, "orbital_gap_ev": [7.159, 7.651], "e_lumo_ha": [0.10620, 0.10527], "mol_weight_g_mol": 365.19, "de_lowest_ev": 0.0000, "multiplicity": 6, "e_tot_ha": -2670.13124, "total_charge": -1, "symbols": ["Fe", "O", "C", "C", "N", "C", "C", "O", "O", "C", "C", "O", "O", "H", "H", "H", "H", "H", "H", "H", "H", "H", "N", "C", "N", "S", "H", "H", "H", "H", "C", "O", "C", "C", "H", "H", "H", "H", "H", "H"], "xyz": [[-0.482, -0.221, -0.494], [-2.931, 0.283, -0.228], [-3.134, 1.537, 0.409], [-2.323, 2.590, -0.345], [-0.899, 2.307, -0.307], [-0.161, 2.902, -1.409], [1.219, 2.179, -1.616], [2.133, 2.835, -2.094], [1.237, 0.963, -1.288], [-0.302, 2.652, 0.977], [-0.579, 1.574, 2.069], [-0.766, 1.948, 3.221], [-0.588, 0.378, 1.665], [-3.125, -0.422, 0.398], [-2.826, 1.509, 1.456], [-4.202, 1.798, 0.360], [-2.561, 3.586, 0.074], [-2.644, 2.560, -1.388], [0.022, 3.978, -1.274], [-0.714, 2.753, -2.341], [-0.637, 3.637, 1.339], [0.783, 2.684, 0.852], [1.353, -3.909, -1.574], [1.109, -2.477, -1.438], [2.042, -1.792, -2.297], [-0.587, -2.124, -2.046], [2.210, -4.173, -1.101], [0.575, -4.426, -1.184], [2.997, -2.005, -2.024], [1.899, -0.788, -2.206], [-0.016, -2.508, 2.111], [0.016, -2.500, 0.703], [1.153, -1.999, 0.021], [2.462, -1.955, 0.752], [-0.213, -1.503, 2.499], [0.913, -2.888, 2.543], [-0.835, -3.178, 2.382], [2.783, -2.937, 1.135], [2.382, -1.274, 1.597], [3.238, -1.575, 0.090]]}

=====

Record 4
{"formula": "C10H19N2", "method": "ωB97M-V with the def2-TZVPD basis set", "max_force_ev_per_a": 3.95, "orbital_gap_ev": 9.733, "e_lumo_ha": -0.09359, "mol_weight_g_mol": 167.28, "de_lowest_ev": 4.3437, "e_tot_ha": -501.57601, "smiles": "C/C=C/C=C\\C/C(=C\\N)[NH2+]CC", "total_charge": 1, "symbols": ["C", "C", "C", "C", "C", "C", "C", "C", "N", "N", "C", "C", "H", "H", "H", "H", "H", "H", "H", "H", "H", "H", "H", "H", "H", "H", "H", "H", "H", "H", "H"], "xyz": [[-0.656, -2.398, -1.845], [-1.219, -1.471, -0.738], [-0.899, -1.725, 0.525], [-1.615, -1.066, 1.586], [-1.863, 0.217, 1.794], [-1.480, 1.437, 1.022], [-0.345, 1.263, 0.019], [-0.192, 1.367, -1.302], [-1.101, 1.920, -2.203], [0.879, 0.518, 0.753], [2.175, 0.796, 0.253], [3.389, 0.230, 0.956], [0.220, -2.794, -1.567], [-0.642, -2.002, -2.843], [-1.272, -3.260, -1.860], [-2.040, -0.835, -1.073], [-0.492, -2.703, 0.731], [-2.001, -1.616, 2.487], [-2.373, 0.417, 2.731], [-2.218, 1.846, 0.408], [-1.175, 2.146, 1.761], [0.737, 0.985, -1.846], [-0.797, 2.208, -3.104], [-2.078, 2.300, -1.838], [1.018, 0.822, 1.687], [0.450, -0.453, 0.733], [2.259, 0.316, -0.739], [2.255, 1.832, 0.207], [3.987, 0.736, 1.713], [3.108, -0.737, 1.438], [3.983, -0.299, 0.153]]}

=====

Record 5
{"formula": "C10H19N2", "method": "ωB97M-V with the def2-TZVPD basis set", "max_force_ev_per_a": 5.30, "orbital_gap_ev": 7.900, "e_lumo_ha": -0.17591, "mol_weight_g_mol": 167.28, "de_lowest_ev": 5.6113, "e_tot_ha": -501.52943, "total_charge": 1, "symbols": ["C", "C", "C", "C", "C", "C", "C", "C", "C", "C", "N", "N", "H", "H", "H", "H", "H", "H", "H", "H", "H", "H", "H", "H", "H", "H", "H", "H", "H", "H", "H"], "xyz": [[0.543, 0.033, 3.982], [-0.798, 0.313, 3.930], [-0.047, 0.197, 1.865], [-0.512, 2.051, -0.953], [0.418, -1.572, -0.701], [-0.047, -0.535, -2.970], [-1.890, -0.581, -1.328], [2.327, 0.224, 2.200], [0.215, 0.813, -0.830], [-0.360, -0.481, -1.436], [0.974, 0.018, 2.696], [-1.118, 0.405, 2.585], [1.131, -0.160, 4.786], [-1.521, 0.446, 4.771], [-0.033, 2.852, -0.413], [-1.403, 2.102, -0.478], [-0.621, 2.197, -2.154], [-0.008, -1.783, 0.220], [1.566, -1.446, -0.715], [0.263, -2.612, -1.082], [0.974, -0.120, -3.153], [-0.985, -0.144, -3.575], [-0.090, -1.557, -3.137], [-2.218, 0.376, -1.834], [-2.142, -0.742, -0.377], [-2.287, -1.490, -1.825], [2.977, -0.232, 2.900], [2.523, -0.346, 1.339], [2.596, 1.145, 1.862], [1.142, 0.896, -0.454], [-1.970, 0.691, 2.211]]}

=====

Record 6
{"formula": "C10H19N2", "method": "ωB97M-V with the def2-TZVPD basis set", "max_force_ev_per_a": 3.67, "orbital_gap_ev": 9.702, "e_lumo_ha": -0.11165, "mol_weight_g_mol": 167.28, "de_lowest_ev": 3.3669, "e_tot_ha": -501.61191, "smiles": "CC(C)[C@H]1NC=[NH+][C@@]12CC2(C)C", "total_charge": 1, "symbols": ["C", "C", "C", "C", "N", "C", "N", "C", "C", "C", "C", "C", "H", "H", "H", "H", "H", "H", "H", "H", "H", "H", "H", "H", "H", "H", "H", "H", "H", "H", "H"], "xyz": [[-2.759, -0.211, -1.048], [-1.637, 0.504, -0.313], [-2.310, 1.589, 0.588], [-0.570, -0.354, 0.404], [-1.092, -1.676, 0.620], [-0.220, -2.516, 0.036], [0.869, -2.011, -0.419], [0.786, -0.579, -0.261], [1.419, 0.509, -1.234], [1.969, 0.405, 0.092], [1.535, 1.450, 1.044], [3.333, -0.202, 0.418], [-3.566, -0.525, -0.344], [-2.365, -1.190, -1.503], [-3.231, 0.381, -1.787], [-0.993, 1.026, -1.070], [-3.303, 1.254, 1.002], [-2.867, 2.281, -0.153], [-1.643, 2.150, 1.278], [-0.615, 0.248, 1.330], [-2.046, -1.774, 0.873], [-0.275, -3.605, -0.269], [1.456, -2.626, -0.861], [1.876, 0.097, -2.162], [0.759, 1.387, -1.438], [1.592, 0.982, 2.101], [0.447, 1.823, 0.941], [2.231, 2.285, 0.999], [3.830, -0.364, -0.668], [3.313, -1.250, 0.887], [4.078, 0.514, 0.920]]}

=====

- What is the formula in the third record?
  C10H19FeN3O6S